C3H7N2 | ωB97M-V/def2-TZVPD

energy above the lowest of the compared OMol25 structures with the same formula, charge and spin	237.1	kJ/mol
E_HOMO	-14.6	eV
frontier orbital gap	10.32	eV
net charge	+1
spin multiplicity	1

Positions of all 12 atoms, in Å:
C -0.308 1.181 -0.424
C -1.374 -0.261 0.518
C -0.044 -0.350 -0.380
N -1.408 1.171 0.195
N 1.390 -0.454 0.071
H 0.215 2.025 -0.752
H -2.231 -0.700 0.021
H -1.061 -0.354 1.566
H -0.239 -0.810 -1.254
H 1.511 0.316 0.773
H 1.988 -0.362 -0.740
H 1.561 -1.402 0.404